ORCA calculation (ωB97M-V/def2-TZVPD) on C7H17F3HgNO14S3 as an isolated structure in a non-equilibrium geometry.

## Properties
Total charge: -3
Electronic energy, Eh: -3032.36758
Energy above the lowest of the compared OMol25 structures with the same formula, charge and spin, kcal per mole: 40.7
Orbital gap, eV: 2.64

Atoms and positions in Å:
Hg 0.571 0.427 0.289
S 0.522 1.901 2.878
O -0.458 1.751 1.804
O 0.651 3.311 3.306
O 0.191 0.990 3.995
O 1.701 1.396 2.174
S 3.389 -1.799 1.019
O 3.035 -3.183 0.837
O 2.315 -0.895 0.607
O 3.684 -1.692 2.470
O 4.625 -1.505 0.333
C -1.780 -3.260 2.204
F -2.904 -2.540 2.490
F -1.842 -4.410 2.829
F -1.753 -3.422 0.914
S -0.334 -2.153 2.906
O 0.795 -3.075 3.048
O -0.203 -1.085 1.870
O -0.733 -1.701 4.246
C 0.628 3.468 -1.571
C 1.996 3.623 -0.856
O 2.672 2.387 -0.650
O -0.078 2.309 -1.103
H 0.645 3.184 -2.628
H -0.136 4.243 -1.493
H 1.843 4.140 0.093
H 2.671 4.099 -1.571
H 3.550 2.681 -0.394
H -0.957 2.370 -1.484
C -0.904 -1.415 -3.544
C -0.770 -0.431 -2.397
C -1.928 -0.784 -1.387
O -1.877 0.150 -0.395
C -2.989 0.090 0.418
N 0.633 -0.507 -1.907
H -0.402 -0.993 -4.415
H -1.939 -1.543 -3.874
H -0.681 -2.436 -3.235
H -0.735 0.625 -2.668
H -1.838 -1.792 -0.970
H -2.853 -0.832 -1.968
H -2.803 0.712 1.294
H -3.085 -0.896 0.879
H -4.007 0.333 0.100
H 0.659 -1.513 -1.777
H 1.211 -0.329 -2.718



ORCA calculation (ωB97M-V/def2-TZVPD) on C7H17FINOTa as an isolated structure in a non-equilibrium geometry.

## Properties
Total charge: -1
Electronic energy, Eh: -861.43926
Energy above the lowest of the compared OMol25 structures with the same formula, charge and spin, kcal per mole: 0.0
Orbital gap, eV: 8.12

Atoms and positions in Å:
N -2.249 1.833 -2.200
C -0.855 1.376 -1.976
C -0.706 -0.115 -2.132
C -1.500 -1.018 -1.171
C -2.133 -0.405 0.061
C -1.245 0.265 1.136
Ta 0.794 -0.473 1.713
F 1.283 1.273 2.384
C 2.999 -1.164 2.031
C 3.974 -0.202 1.630
O 4.498 0.655 2.250
I 4.641 -0.406 -0.474
H -2.596 2.275 -1.362
H -2.242 2.568 -2.890
H -0.206 1.850 -2.706
H -0.480 1.688 -1.010
H -0.996 -0.357 -3.151
H 0.348 -0.352 -2.052
H -0.862 -1.840 -0.868
H -2.307 -1.468 -1.741
H -2.889 0.298 -0.270
H -2.682 -1.200 0.557
H -1.185 1.330 0.934
H -1.783 0.194 2.082
H 1.408 -0.018 0.028
H 0.443 -2.172 1.156
H 0.304 -1.037 3.431
H 3.086 -1.280 3.104
H 3.136 -2.097 1.506



Q: The highest energy above the lowest of the compared OMol25 structures with the same formula, charge and spin belongs to which entry?
A: C7H17F3HgNO14S3